The following is a quantum chemistry calculation of 2 unconnected molecules or ions with the total composition C3H8O2S, from the Open Molecules 2025 dataset.

Geometry as XYZ:
```
14
C3H8O2S, DFT the ωB97M-V functional and the def2-TZVPD basis
O -1.777 -1.954 1.400
C -0.962 -1.144 1.851
C -0.523 -0.042 0.721
C 0.358 0.923 1.497
S 1.442 1.951 0.299
H -0.633 -0.991 2.882
H -1.464 0.427 0.232
H 0.099 -0.496 -0.237
H -0.208 1.605 2.152
H 1.155 0.487 2.170
H 0.686 2.833 -0.212
O 0.322 -0.857 -4.262
H 0.998 -1.244 -3.586
H 0.506 -1.498 -4.907
```

**Relative energy (zero: lowest compared OMol25 entry of this formula, charge and spin)**: 54.3 kcal per mole
**HOMO level**: -0.336 Eh
**Total charge**: 0
**SMILES string**: O=CCCS.O
**DFT total energy**: -18168.888 eV

---

The following is a quantum chemistry calculation of a single C2HClN2OS molecule, from the Open Molecules 2025 dataset.

Geometry as XYZ:
```
8
C2HClN2OS, DFT the ωB97M-V functional and the def2-TZVPD basis
S -2.120 -0.118 -0.036
C -0.371 -0.513 0.035
N 0.127 -1.799 0.222
O 1.467 -1.672 -0.074
N 1.867 -0.469 -0.131
C 0.765 0.258 0.033
Cl 0.502 2.007 0.026
H -2.686 -1.441 -0.320
```

**Relative energy (zero: lowest compared OMol25 entry of this formula, charge and spin)**: 63.2 kcal per mole
**HOMO level**: -0.369 Eh
**Total charge**: 0
**SMILES string**: Sc1nonc1Cl
**DFT total energy**: -30471.765 eV

---

The following is a quantum chemistry calculation of a single C6H6O molecule, from the Open Molecules 2025 dataset.

Geometry as XYZ:
```
13
C6H6O, DFT the ωB97M-V functional and the def2-TZVPD basis
C 2.621 0.690 0.332
C 1.557 0.232 -0.007
C 0.279 -0.277 -0.426
C 0.151 -1.519 -0.903
C -0.921 0.645 -0.275
C -1.563 0.433 1.083
O -2.584 -0.189 1.242
H 3.571 1.081 0.624
H 1.006 -2.182 -0.992
H -0.818 -1.897 -1.219
H -1.671 0.419 -1.037
H -0.603 1.689 -0.370
H -1.026 0.874 1.948
```

**Relative energy (zero: lowest compared OMol25 entry of this formula, charge and spin)**: 61.9 kcal per mole
**HOMO level**: -0.344 Eh
**Total charge**: 0
**SMILES string**: C#CC(=C)CC=O
**DFT total energy**: -8363.821 eV

---

The following is a quantum chemistry calculation of a single C5H10O molecule, from the Open Molecules 2025 dataset.

Geometry as XYZ:
```
16
C5H10O, DFT the ωB97M-V functional and the def2-TZVPD basis
C 1.587 0.660 0.600
C 0.897 0.190 -0.706
C -0.569 -0.178 -0.478
C -0.996 -1.598 -0.114
C -1.181 0.957 0.207
O -1.648 0.550 -1.059
H 1.393 -0.028 1.432
H 1.248 1.651 0.927
H 2.672 0.728 0.471
H 1.426 -0.683 -1.079
H 0.964 0.988 -1.451
H -1.760 -1.973 -0.806
H -0.170 -2.313 -0.116
H -1.454 -1.608 0.879
H -0.688 1.931 0.183
H -1.720 0.725 1.110
```

**Relative energy (zero: lowest compared OMol25 entry of this formula, charge and spin)**: 40.0 kcal per mole
**HOMO level**: -0.366 Eh
**Total charge**: 0
**SMILES string**: CC[C@@]1(C)CO1
**DFT total energy**: -7393.031 eV

---

The following is a quantum chemistry calculation of a molecular structure, C30H50NbO12, from the Open Molecules 2025 dataset.

Geometry as XYZ:
```
93
C30H50NbO12, DFT the ωB97M-V functional and the def2-TZVPD basis
C 1.818 -1.143 0.208
C 1.768 -0.093 -0.603
C 1.561 1.059 -1.735
Nb 1.487 -0.017 -3.778
C 1.282 -1.161 -5.732
C 1.366 -2.773 -5.604
C 2.587 -3.306 -4.695
H 1.902 -2.252 0.535
H 0.568 1.585 -1.504
H 2.441 1.797 -1.735
H 2.948 -0.955 -3.232
H 2.644 1.184 -4.545
H 0.139 1.114 -4.233
H 0.346 -1.220 -2.988
H 2.100 -0.740 -6.452
H 0.228 -0.921 -6.175
H 1.571 -3.172 -6.684
H 0.394 -3.279 -5.253
H 3.606 -2.831 -4.950
H 2.411 -3.138 -3.572
H 2.656 -4.457 -4.865
O 1.823 -4.901 1.480
C 0.848 -4.607 2.131
O 0.864 -4.397 3.475
C -0.477 -4.176 3.936
C -1.245 -3.723 2.719
C -0.552 -4.465 1.598
H -0.867 -5.119 4.350
H -0.476 -3.420 4.722
H -2.315 -3.928 2.785
H -1.115 -2.644 2.579
H -0.978 -5.459 1.443
H -0.562 -3.892 0.670
O -1.733 -5.288 5.846
C -1.463 -4.722 6.878
O -0.453 -3.820 7.014
C -0.346 -3.432 8.387
C -1.696 -3.732 8.992
C -2.149 -4.937 8.199
H 0.457 -4.013 8.852
H -0.096 -2.371 8.450
H -1.656 -3.905 10.069
H -2.378 -2.895 8.809
H -1.792 -5.872 8.639
H -3.233 -4.955 8.081
O -1.763 -0.502 4.119
C -0.975 0.412 4.084
O -1.064 1.528 4.861
C -0.035 2.449 4.484
C 1.022 1.609 3.809
C 0.207 0.513 3.161
H -0.466 3.196 3.811
H 0.350 2.954 5.373
H 1.635 2.174 3.104
H 1.688 1.175 4.562
H -0.141 0.799 2.165
H 0.757 -0.427 3.122
O -1.807 2.827 -1.144
C -1.832 3.244 -2.279
O -0.857 3.012 -3.199
C -1.152 3.738 -4.394
C -2.639 3.994 -4.348
C -2.904 4.120 -2.865
H -0.570 4.665 -4.391
H -0.866 3.144 -5.264
H -2.944 4.870 -4.924
H -3.177 3.125 -4.744
H -2.760 5.143 -2.512
H -3.897 3.758 -2.602
O -4.688 6.204 -2.269
C -5.374 5.994 -1.299
O -5.586 4.758 -0.769
C -6.530 4.857 0.301
C -6.471 6.297 0.751
C -6.149 7.029 -0.533
H -7.518 4.581 -0.079
H -6.253 4.167 1.101
H -7.391 6.637 1.231
H -5.650 6.429 1.464
H -7.052 7.285 -1.093
H -5.544 7.917 -0.348
O 6.459 1.724 -5.438
C 6.831 0.636 -5.074
O 8.142 0.274 -4.967
C 8.222 -1.111 -4.617
C 6.892 -1.440 -3.983
C 5.941 -0.524 -4.721
H 8.404 -1.691 -5.528
H 9.054 -1.267 -3.926
H 6.629 -2.497 -4.059
H 6.910 -1.172 -2.922
H 5.567 -0.980 -5.641
H 5.114 -0.207 -4.083
```

**HOMO level**: -0.159 Eh
**Total charge**: -1
**DFT total energy**: -58032.165 eV

---

The following is a quantum chemistry calculation of a single C3H6Br2O2 molecule, from the Open Molecules 2025 dataset.

Geometry as XYZ:
```
13
C3H6Br2O2, DFT the ωB97M-V functional and the def2-TZVPD basis
C -0.154 -1.612 0.511
C -0.603 -0.305 -0.024
Br -1.537 0.640 1.526
C 0.461 0.671 -0.542
O -0.106 1.917 -0.759
O 1.527 1.002 0.376
Br 1.210 0.063 -2.215
H 0.449 -1.393 1.327
H 0.497 -2.143 -0.111
H -1.035 -2.195 0.868
H -1.203 -0.502 -0.926
H -1.052 1.861 -0.454
H 1.547 1.996 0.421
```

**Relative energy (zero: lowest compared OMol25 entry of this formula, charge and spin)**: 16.3 kcal per mole
**HOMO level**: -0.384 Eh
**Total charge**: 0
**SMILES string**: C[C@@H](Br)C(O)(O)Br
**DFT total energy**: -147387.772 eV